# 1
C20H60B2F8N5O5 | the ωB97M-V functional and the def2-TZVPD basis

CARTESIAN COORDINATES (ANGSTROEM)
C: 0.886 -4.353 -7.335
C: 1.255 -2.918 -6.884
C: 0.105 -1.953 -7.122
O: -0.977 -2.321 -6.276
C: -1.924 -1.230 -6.306
N: 1.732 -2.895 -5.460
H: 1.484 -1.991 -5.098
H: 1.271 -3.482 -4.792
H: 2.747 -3.113 -5.234
H: 1.626 -5.066 -7.314
H: 0.309 -4.242 -8.344
H: 0.116 -4.818 -6.725
H: 2.084 -2.639 -7.487
H: -0.157 -1.971 -8.185
H: 0.565 -0.971 -6.950
H: -2.199 -0.979 -7.343
H: -1.587 -0.381 -5.686
H: -2.855 -1.536 -5.867
C: -4.883 9.858 -4.796
C: -4.261 9.694 -3.390
C: -3.003 8.879 -3.363
O: -1.964 9.631 -4.038
C: -0.752 8.877 -4.291
N: -3.783 11.047 -2.862
H: -4.555 11.660 -2.668
H: -3.335 10.874 -1.906
H: -3.135 11.593 -3.405
H: -4.136 9.840 -5.578
H: -5.473 10.686 -4.971
H: -5.490 8.938 -4.919
H: -4.870 9.249 -2.631
H: -3.267 7.966 -3.857
H: -2.721 8.642 -2.301
H: -0.358 8.597 -3.295
H: -0.081 9.538 -4.874
H: -1.069 7.965 -4.791
C: -3.894 -0.121 4.112
C: -3.548 -1.335 4.969
C: -4.628 -1.704 5.959
O: -4.266 -3.031 6.353
C: -5.112 -3.715 7.359
N: -3.299 -2.479 4.074
H: -2.346 -2.385 3.643
H: -3.199 -3.353 4.597
H: -3.995 -2.525 3.377
H: -4.818 -0.267 3.481
H: -3.037 0.228 3.473
H: -4.080 0.670 4.836
H: -2.615 -1.134 5.386
H: -5.657 -1.752 5.471
H: -4.623 -0.866 6.732
H: -4.516 -4.651 7.416
H: -6.144 -3.812 6.985
H: -5.143 -3.202 8.268
C: 0.214 1.766 0.095
C: 1.049 0.693 -0.703
C: 2.216 1.261 -1.491
O: 3.044 2.010 -0.570
C: 4.408 2.114 -1.045
N: 1.574 -0.414 0.234
H: 1.775 -1.300 -0.355
H: 2.478 -0.005 0.507
H: 1.039 -0.458 1.049
H: -0.044 2.508 -0.591
H: 0.781 2.311 0.898
H: -0.684 1.273 0.514
H: 0.355 0.286 -1.371
H: 1.765 1.896 -2.314
H: 2.774 0.414 -1.917
H: 4.919 2.351 -0.119
H: 4.427 2.860 -1.833
H: 4.657 1.106 -1.449
C: 1.941 -5.620 5.795
C: 3.138 -4.555 5.789
C: 4.521 -5.167 5.948
O: 5.442 -4.199 5.454
C: 6.822 -4.663 5.332
N: 3.120 -4.015 4.345
H: 4.123 -3.722 4.151
H: 2.851 -4.701 3.707
H: 2.543 -3.156 4.271
H: 2.283 -6.338 5.034
H: 1.101 -5.136 5.347
H: 1.723 -5.974 6.789
H: 2.918 -3.694 6.450
H: 4.565 -6.071 5.238
H: 4.642 -5.543 6.963
H: 7.537 -3.835 5.069
H: 6.887 -5.468 4.625
H: 7.183 -5.056 6.220
B: 0.813 -2.291 3.117
F: -0.192 -1.522 2.435
F: 0.164 -3.359 3.865
F: 1.655 -2.763 2.188
F: 1.599 -1.703 4.212
B: 2.776 -2.741 -2.412
F: 2.690 -2.702 -1.001
F: 1.705 -1.717 -2.833
F: 4.005 -2.290 -2.851
F: 2.272 -3.909 -2.933

As for the total charge: +3. The value obtained for the total energy is -62481.73789 eV.

# 2
C20H60BaBrN2O16 | the ωB97M-V functional and the def2-TZVPD basis

CARTESIAN COORDINATES (ANGSTROEM)
Ba: 0.755 -0.867 0.301
Br: 3.736 -1.784 1.168
N: 2.646 2.456 1.536
O: 1.832 1.632 1.141
O: 2.806 2.671 2.752
O: 3.203 3.109 0.707
N: 0.369 0.152 3.525
O: 1.275 -0.621 3.426
O: 0.236 0.850 4.534
O: -0.452 0.161 2.683
C: -2.122 -2.690 1.484
C: -1.293 -3.797 2.110
O: -0.022 -3.456 1.672
H: -3.206 -2.807 1.494
H: -1.876 -2.613 0.426
H: -2.061 -1.701 1.938
H: -1.542 -4.857 2.063
H: -1.191 -3.601 3.178
H: 0.579 -3.997 2.189
C: -1.416 3.651 3.456
C: -0.329 4.615 3.818
O: -0.102 4.433 5.193
H: -1.854 3.885 2.486
H: -2.201 3.656 4.212
H: -0.926 2.679 3.395
H: -0.817 5.588 3.777
H: 0.550 4.484 3.187
H: -0.774 4.854 5.734
C: -5.469 -0.488 2.289
C: -4.703 0.823 2.057
O: -3.387 0.590 1.710
H: -6.546 -0.334 2.365
H: -5.200 -0.992 3.217
H: -5.217 -1.263 1.565
H: -4.748 1.503 2.907
H: -5.234 1.421 1.316
H: -2.873 0.479 2.512
C: 1.667 -5.700 -0.367
C: 2.149 -5.938 -1.757
O: 2.482 -4.619 -2.282
H: 2.508 -5.268 0.175
H: 1.345 -6.663 0.029
H: 0.816 -5.020 -0.338
H: 1.363 -6.380 -2.368
H: 3.021 -6.593 -1.738
H: 3.441 -4.627 -2.281
C: 4.234 0.581 -1.696
C: 3.332 -0.459 -2.334
O: 2.013 -0.018 -1.978
H: 5.278 0.267 -1.689
H: 3.888 0.734 -0.674
H: 4.104 1.518 -2.237
H: 3.528 -1.430 -1.879
H: 3.488 -0.546 -3.409
H: 1.594 0.335 -2.767
C: -2.453 -1.677 4.584
C: -2.726 -0.615 5.652
O: -2.411 0.638 5.292
H: -1.458 -1.497 4.179
H: -3.147 -1.625 3.745
H: -2.422 -2.660 5.055
H: -2.288 -0.768 6.638
H: -3.779 -0.570 5.930
H: -1.463 0.767 5.214
C: 3.420 4.826 -2.909
C: 1.954 4.321 -2.860
O: 2.120 2.997 -2.404
H: 3.789 4.944 -1.890
H: 3.340 5.894 -3.111
H: 4.051 4.432 -3.706
H: 1.401 4.486 -3.785
H: 1.237 4.773 -2.174
H: 2.356 3.039 -1.475
C: 2.199 1.320 -5.586
C: 0.832 0.812 -5.123
O: 0.400 1.335 -3.826
H: 2.179 2.276 -6.109
H: 2.685 0.600 -6.246
H: 2.988 1.407 -4.839
H: 0.750 -0.275 -5.113
H: 0.163 1.252 -5.862
H: 0.932 2.093 -3.574
C: 0.151 -3.026 -4.047
C: -0.330 -2.311 -2.767
O: 0.662 -2.620 -1.813
H: -0.491 -2.639 -4.838
H: 0.078 -4.104 -3.904
H: 1.179 -2.826 -4.349
H: -1.242 -2.827 -2.467
H: -0.528 -1.240 -2.772
H: 1.036 -3.476 -2.038
C: -1.688 2.447 -1.351
C: -2.285 1.038 -1.482
O: -1.672 0.302 -0.350
H: -2.126 3.047 -2.148
H: -0.617 2.634 -1.429
H: -1.951 3.053 -0.484
H: -2.058 0.513 -2.410
H: -3.367 0.918 -1.455
H: -2.080 0.590 0.470

As for the total charge: -1. The value obtained for the total energy is -128184.85270 eV.

# 3
C20H60HfNO13S10 | the ωB97M-V functional and the def2-TZVPD basis

CARTESIAN COORDINATES (ANGSTROEM)
Hf: -23.051 -25.203 23.189
N: -24.443 -22.527 22.613
O: -25.103 -23.586 22.701
O: -23.267 -22.895 22.540
O: -24.877 -21.416 22.560
C: -24.919 -21.183 25.900
S: -24.345 -22.891 26.384
O: -23.752 -23.465 25.073
C: -22.957 -22.266 27.499
H: -25.059 -20.530 26.762
H: -25.842 -21.302 25.333
H: -24.276 -20.687 25.173
H: -23.527 -21.786 28.295
H: -22.322 -21.481 27.087
H: -22.374 -23.094 27.902
C: -22.614 -28.477 19.353
S: -21.651 -27.173 20.245
O: -22.392 -26.803 21.544
C: -20.273 -28.394 20.440
H: -23.672 -28.217 19.328
H: -22.522 -29.435 19.866
H: -22.327 -28.687 18.323
H: -20.595 -29.231 21.058
H: -19.411 -27.790 20.725
H: -19.968 -28.841 19.493
C: -19.623 -28.122 25.067
S: -19.921 -27.339 23.436
O: -21.059 -26.313 23.551
C: -18.300 -26.434 23.498
H: -18.775 -28.797 24.951
H: -20.509 -28.727 25.260
H: -19.432 -27.392 25.853
H: -17.956 -26.059 22.534
H: -17.505 -27.150 23.703
H: -18.208 -25.722 24.318
C: -20.865 -21.158 24.110
S: -20.658 -22.807 24.991
O: -21.294 -23.951 24.176
C: -18.764 -22.884 24.800
H: -20.425 -20.406 24.765
H: -21.896 -20.888 23.878
H: -20.289 -21.236 23.188
H: -18.474 -21.847 24.971
H: -18.550 -23.150 23.764
H: -18.254 -23.602 25.443
C: -27.254 -24.440 25.295
S: -26.352 -26.057 24.869
O: -24.926 -25.626 24.455
C: -26.473 -26.705 26.569
H: -27.040 -24.073 26.299
H: -28.294 -24.625 25.028
H: -27.115 -23.610 24.602
H: -25.652 -26.239 27.114
H: -26.304 -27.773 26.430
H: -27.486 -26.583 26.953
C: -23.055 -25.947 28.046
S: -21.964 -26.332 26.621
O: -22.657 -25.806 25.334
C: -20.431 -25.309 27.065
H: -23.757 -26.719 28.363
H: -23.688 -25.102 27.776
H: -22.478 -25.666 28.927
H: -19.745 -25.609 27.857
H: -20.684 -24.310 27.418
H: -19.688 -25.101 26.295
C: -20.453 -22.432 20.196
S: -19.950 -23.758 21.429
O: -21.261 -24.541 21.732
C: -19.226 -24.766 20.046
H: -20.952 -21.613 20.714
H: -21.218 -22.862 19.549
H: -19.640 -22.129 19.536
H: -19.636 -24.690 19.039
H: -19.129 -25.823 20.292
H: -18.223 -24.374 19.876
C: -27.279 -25.905 20.999
S: -25.774 -26.999 21.090
O: -24.805 -26.233 22.002
C: -26.554 -28.481 21.859
H: -28.130 -26.201 20.385
H: -26.883 -24.927 20.725
H: -27.657 -25.710 22.002
H: -26.038 -29.384 21.532
H: -27.544 -28.669 21.443
H: -26.458 -28.318 22.933
C: -25.241 -22.753 19.301
S: -23.616 -23.733 19.435
O: -23.560 -24.608 20.673
C: -24.127 -24.875 18.075
H: -25.988 -23.429 19.716
H: -25.530 -22.469 18.289
H: -25.291 -21.883 19.955
H: -24.385 -24.329 17.168
H: -24.834 -25.658 18.347
H: -23.180 -25.332 17.787
C: -23.345 -29.443 25.797
S: -23.888 -28.960 24.074
O: -23.472 -27.497 23.894
C: -22.549 -29.886 23.242
H: -24.167 -29.061 26.403
H: -22.451 -28.907 26.117
H: -23.339 -30.530 25.869
H: -22.676 -30.059 22.174
H: -22.572 -30.885 23.677
H: -21.587 -29.489 23.566

As for the total charge: +3. Its relative energy (zero: lowest compared OMol25 entry of this formula, charge and spin) is 385.0 kJ/mol. The value obtained for the total energy is -159446.17166 eV.